A structure of composition C21H15F9N4NaO4P2 at a distorted geometry. Source: the Open Molecules 2025 dataset; level of theory: ωB97M-V with the def2-TZVPD basis set.

Maximum force ... 2.81 eV Å⁻¹
Total charge ... +1
ΔE to the lowest compared entry with this formula, charge and spin ... 1.300 eV

```
56
Properties=species:S:1:pos:R:3:nbo_charge:R:1
N 2.499 -3.981 -2.410 -1.2998
P 2.771 -4.333 -0.888 1.2500
C 1.482 -3.363 0.101 -0.1108
N 1.105 -2.226 -0.439 -0.3462
C 0.146 -1.554 0.263 0.1382
C -0.339 -0.314 -0.315 0.0551
C 0.264 0.111 -1.678 -0.4510
C 1.772 0.505 -1.590 -0.4156
C 2.053 1.821 -0.852 0.0038
C 1.723 2.083 0.502 -0.1353
C 2.065 3.312 1.073 -0.3079
C 2.806 4.369 0.289 -0.3144
C 3.107 4.083 -1.049 -0.1901
C 2.730 2.831 -1.578 -0.1764
C -1.325 0.450 0.324 -0.0847
C -1.848 1.775 -0.252 0.6359
F -2.437 2.574 0.675 -0.3182
F -0.831 2.530 -0.790 -0.3265
C -2.845 1.502 -1.480 0.5813
F -2.850 0.181 -1.811 -0.3009
F -2.372 2.132 -2.587 -0.2975
C -4.330 1.878 -1.177 0.5533
F -4.766 1.311 -0.034 -0.2817
F -5.072 1.289 -2.161 -0.2932
C -4.666 3.423 -1.241 0.9233
F -5.385 3.716 -0.128 -0.3086
F -5.492 3.684 -2.259 -0.2838
F -3.594 4.219 -1.269 -0.3029
C -1.846 -0.085 1.584 0.1647
N -2.899 0.578 2.323 -0.5583
C -2.476 1.194 3.298 0.9019
O -1.912 1.744 4.171 -0.4819
C -1.378 -1.260 2.146 -0.2312
C -0.360 -2.051 1.492 0.1284
N 0.008 -3.219 2.107 -0.3279
C 0.910 -3.834 1.357 -0.1746
P 1.517 -5.480 1.979 2.2901
O 2.982 -5.542 1.994 -1.0685
O 0.844 -6.584 0.966 -0.9654
O 0.977 -5.799 3.467 -0.9334
H 3.338 -3.534 -2.774 0.3694
H 2.649 -5.719 -0.632 -0.0134
H 4.077 -3.866 -0.589 -0.0022
H -0.361 0.842 -2.207 0.2355
H 0.235 -0.817 -2.291 0.2664
H 2.392 -0.277 -1.109 0.2484
H 2.160 0.583 -2.626 0.2341
H 1.214 1.314 1.100 0.2243
H 1.843 3.553 2.158 0.1693
H 3.140 5.367 0.721 0.1980
H 3.651 4.791 -1.691 0.2418
H 2.992 2.639 -2.631 0.2301
H -1.792 -1.617 3.100 0.2533
H 0.491 -6.151 0.174 0.5077
H 0.138 -6.285 3.364 0.5106
Na 1.095 5.508 1.810 0.9873
```


A cluster of 5 separate species, C5H21NO5S in total at a distorted geometry. Source: the Open Molecules 2025 dataset; level of theory: ωB97M-V with the def2-TZVPD basis set.

Maximum force ... 2.47 eV Å⁻¹
SMILES string ... OCCNCCCS.O.O.O.O
ΔE to the lowest compared entry with this formula, charge and spin ... 0.104 eV

```
33
Properties=species:S:1:pos:R:3:nbo_charge:R:1
O 1.407 0.622 -2.569 -0.7597
C 0.188 1.041 -1.886 -0.0713
C 0.536 1.200 -0.427 -0.2576
N 0.279 -0.053 0.306 -0.6845
C 0.082 0.159 1.737 -0.2126
C -1.382 0.388 2.110 -0.4269
C -2.354 -0.580 1.474 -0.5071
S -2.112 -2.322 1.963 -0.0702
H 1.233 -0.188 -3.067 0.4689
H -0.635 0.382 -2.089 0.2122
H 0.016 2.027 -2.313 0.1639
H -0.245 1.855 -0.031 0.2099
H 1.485 1.713 -0.258 0.1840
H 1.072 -0.683 0.217 0.3997
H 0.507 -0.682 2.270 0.1911
H 0.674 0.992 2.115 0.1719
H -1.656 1.374 1.720 0.2042
H -1.442 0.513 3.191 0.2127
H -2.309 -0.534 0.399 0.2285
H -3.384 -0.354 1.751 0.2227
H -1.095 -2.621 1.144 0.1247
O -2.082 3.005 -1.217 -0.9430
H -3.010 2.861 -1.424 0.4753
H -1.756 3.598 -1.902 0.4725
O 2.179 -1.940 -1.172 -0.9822
H 2.956 -1.848 -0.610 0.4951
H 2.118 -1.167 -1.744 0.4808
O -0.684 -1.929 -1.938 -0.9798
H 0.116 -2.444 -2.093 0.4797
H -0.543 -1.466 -1.094 0.4904
O 3.136 -1.075 1.481 -0.9594
H 2.936 -1.479 2.329 0.4845
H 3.770 -0.367 1.628 0.4814
```


A cluster of 7 separate species, C14H41BF4N5O10 in total at a distorted geometry. Source: the Open Molecules 2025 dataset; level of theory: ωB97M-V with the def2-TZVPD basis set.

Maximum force ... 8.40 eV Å⁻¹
E_tot ... -2008.6176 Eh
Total charge ... -1

```
75
Properties=species:S:1:pos:R:3:lowdin_charge:R:1
B -0.047 2.573 1.703 -1.4120
F 0.019 2.670 3.073 0.1017
F -0.492 1.315 1.610 0.1375
F -0.940 3.481 1.133 0.0887
F 1.196 2.630 1.081 0.0998
C -0.803 6.327 -2.885 -0.8822
O -0.598 6.957 -3.877 0.0542
N -0.267 6.563 -1.778 0.1614
N -1.622 5.365 -2.656 0.1633
H 0.164 7.476 -1.817 0.1319
H -0.503 6.026 -0.955 0.1237
H -1.430 4.857 -1.804 0.1175
H -2.213 5.188 -3.456 0.1246
C -6.182 1.684 0.447 -0.7649
O -7.344 1.997 0.147 -0.0057
N -5.741 1.176 1.561 0.1581
N -5.183 1.833 -0.385 0.1534
H -4.748 1.167 1.749 0.1121
H -6.329 1.131 2.381 0.1177
H -4.243 1.667 -0.057 0.1108
H -5.345 2.198 -1.313 0.1188
C 1.473 -3.086 -4.152 -0.0830
O 1.598 -3.304 -5.578 -0.2151
C 2.471 -4.309 -6.042 -0.2054
C 2.303 -4.310 -7.626 -0.1378
N 3.409 -5.027 -8.385 -0.0821
C 3.516 -6.446 -7.947 -0.2011
C 2.468 -7.400 -8.695 -0.1277
O 1.253 -7.566 -7.860 -0.2071
C 0.995 -8.816 -7.374 -0.1639
H 1.641 -3.828 -3.371 0.0834
H 0.576 -2.519 -3.905 0.0852
H 2.302 -2.386 -4.044 0.0822
H 2.057 -5.204 -5.579 0.1070
H 3.500 -4.227 -5.693 0.1213
H 2.305 -3.285 -7.995 0.1068
H 1.406 -4.731 -8.080 0.1043
H 3.356 -5.041 -9.393 0.0834
H 3.317 -6.563 -6.882 0.0938
H 4.495 -6.925 -7.942 0.0977
H 2.849 -8.387 -8.958 0.1037
H 2.351 -6.795 -9.594 0.0996
H 1.199 -9.612 -8.091 0.0827
H -0.064 -8.888 -7.124 0.0865
H 1.532 -8.941 -6.434 0.0858
C -1.291 -1.212 5.716 -0.2094
C 0.045 -1.967 5.557 -0.2947
O 0.535 -1.714 4.329 -0.0508
O -1.037 0.123 6.222 -0.0737
H -1.877 -1.570 6.563 0.1039
H -1.974 -1.337 4.876 0.1222
H -0.055 -3.012 5.851 0.1106
H 0.910 -1.627 6.127 0.1181
H 0.253 -0.852 4.015 0.0921
H -0.927 0.690 5.455 0.0728
C -4.890 4.976 6.809 -0.2047
C -3.819 6.064 6.705 -0.2620
O -4.188 7.319 6.182 -0.0432
O -6.044 5.394 7.607 -0.0887
H -4.574 4.044 7.277 0.1180
H -5.344 4.615 5.886 0.1122
H -2.947 5.899 6.072 0.1253
H -3.318 6.012 7.672 0.1128
H -4.919 7.557 6.757 0.0688
H -6.434 6.088 7.070 0.0616
C 4.941 2.338 4.699 -0.2211
C 5.767 1.737 5.862 -0.2349
O 5.241 0.421 6.052 -0.0761
O 5.097 1.682 3.404 -0.0730
H 5.148 3.407 4.641 0.1028
H 3.889 2.362 4.984 0.1199
H 5.507 2.412 6.677 0.1139
H 6.842 1.631 5.711 0.1147
H 5.517 0.127 5.180 0.0672
H 4.288 1.712 2.886 0.0853
```


maximum force of number 3 (C14H41BF4N5O10)? 8.40 eV Å⁻¹